DFT (ωB97M-V/def2-TZVPD) results for a single C4H4N2O molecule.

Each line ends with the Mulliken charge.
Cartesian coordinates (Å):
C: 0.88216 -0.69918 0.89859  -0.3077
C: -0.48738 0.26199 0.00155  0.1493
C: -1.09360 0.72381 -1.12608  -0.3869
C: 0.80221 0.30551 -0.34002  0.3555
H: 1.18105 -0.12269 1.92736  0.1900
H: 1.38676 -1.64221 0.89596  0.2869
H: -1.09031 -0.74553 1.70347  0.2440
H: -2.00523 0.84109 -1.56806  0.4906
N: -0.56867 -0.83279 0.90851  -0.3916
N: 1.15496 0.80238 -1.43744  -0.5300
O: -0.16195 1.10763 -1.86384  -0.1000

Atoms 1-6, force components in eV/Å:
2.56 1.48 3.86
-5.60 -0.55 -1.02
-0.25 -0.94 3.09
2.76 -3.42 5.73
-0.09 -1.22 -2.56
0.61 -0.38 -0.50

energy: -9234.7326 eV
orbital gap: 9.6 eV
energy relative to the best compared isomer or geometry (same formula, charge and spin): 555.30 kJ/mol
LUMO level: 0.90 eV
largest force on an atom: 7.25 eV/Å
net charge: 0